20
Properties=species:S:1:pos:R:3:nbo_charge:R:1 method="wB97M-V/def2-TZVPD" s_squared=0.76 spin_multiplicity=2 orbital_gap_ev="10.211 / 6.409" charge=+1 homo_ha="-0.530 / -0.530"
N 1.51217 1.86728 -0.07331 -0.513
N 1.80587 0.83674 1.89328 -0.404
C 2.72502 -1.30449 1.24062 -0.692
C 1.81725 0.58808 -0.32170 0.154
C -2.86672 0.21440 -1.09543 -0.607
C 2.00062 -0.06244 0.91727 0.294
C 1.33068 1.91899 1.31298 0.362
C -3.09681 -1.30477 -1.06083 -0.614
H -4.01013 -1.56610 -0.52774 0.221
H -3.32009 0.71426 -0.24274 0.211
H 1.05594 2.57403 -0.63808 0.464
H -1.81842 0.52907 -1.08247 0.165
H 2.59949 -1.70014 2.24629 0.283
H 2.33126 -2.18670 0.71751 0.266
H 3.77257 -1.16731 0.96490 0.278
H -3.13199 -1.67965 -2.08131 0.211
H -2.34501 -1.90576 -0.53986 0.195
H 2.05470 0.33810 -1.34632 0.261
H 0.85443 2.77339 1.77259 0.247
H -3.27083 0.52303 -2.05567 0.220

20
Properties=species:S:1:pos:R:3:nbo_charge:R:1 method="wB97M-V/def2-TZVPD" s_squared=2.01 spin_multiplicity=3 orbital_gap_ev="9.313 / 6.678" charge=+2 homo_ha="-0.596 / -0.766"
N -1.25046 0.42639 0.57107 -0.167
N 0.64081 -1.16655 -0.00005 -0.253
C 1.10191 -0.80749 -1.36430 -0.217
C -1.00587 1.85276 0.27102 -0.485
C 2.63114 -0.35146 -1.39746 -0.533
C -1.11953 -0.39326 1.79231 0.000
C -2.44531 -0.26775 1.10500 -0.163
C -0.35857 -0.66732 0.62420 0.248
H -0.03285 2.36484 0.76295 0.291
H -2.87126 -1.12658 0.64521 0.269
H -0.73513 -0.18379 2.84048 0.317
H 1.18987 -1.84518 0.55747 0.464
H 0.97950 -1.78555 -1.74785 0.315
H -1.09947 1.86290 -0.84032 0.264
H -3.32597 0.36524 1.52621 0.297
H -1.89581 2.55531 0.62853 0.299
H 2.71521 0.53175 -0.73368 0.253
H 2.99610 -0.23840 -2.39906 0.286
H 0.70397 0.06875 -1.84089 0.274
H 3.18171 -1.19461 -1.00086 0.240

21
Properties=species:S:1:pos:R:3:nbo_charge:R:1 method="wB97M-V/def2-TZVPD" s_squared=0.75 spin_multiplicity=2 orbital_gap_ev="2.400 / 9.378" charge=-1 homo_ha="0.042 / -0.214"
O -0.91377 -2.94418 3.10692 -0.821
N 1.62693 1.90287 -1.52527 -0.503
N 0.72364 2.05708 0.46841 -0.614
C 0.21614 1.46042 -1.66814 0.065
C -0.63018 -1.90625 2.08909 -0.346
C 1.81543 2.40655 -0.30780 0.093
C -0.32405 -2.56562 0.71682 -0.674
C -0.35139 1.27278 -2.95528 -0.683
C -0.35039 1.49253 -0.42446 -0.281
H 0.44734 2.71885 1.10416 0.356
H -1.41612 -2.98055 0.44904 0.191
H 0.32007 0.86905 -3.75468 0.223
H 2.81755 2.78567 -0.01526 0.201
H -1.47185 -1.19914 2.06299 0.158
H 0.25382 -3.50404 0.68296 0.210
H -0.49620 -2.50064 3.91699 0.416
H 0.27832 -1.52988 2.61554 0.137
H -0.31706 2.24247 -3.54488 0.224
H -1.18467 0.69324 -2.91331 0.223
H -1.25791 1.29027 0.03579 0.202
H 0.21437 -2.06145 -0.13964 0.223

21
Properties=species:S:1:pos:R:3:nbo_charge:R:1 method="wB97M-V/def2-TZVPD" spin_multiplicity=1 orbital_gap_ev="8.049 / 8.046" smiles="C=C(C)N=O.CC(C)=N" homo_ha="-0.330 / -0.330"
O -1.62203 1.17981 0.14596 -0.323
N 0.90785 -1.44210 -0.74466 -0.663
N -0.53690 1.02942 0.72523 0.100
C -0.19348 -1.50410 -0.17255 0.375
C 0.62201 1.50574 0.08439 0.072
C 1.79883 1.31255 0.70389 -0.307
C -0.43008 -1.34173 1.55811 -0.686
C 0.46931 2.18188 -1.24310 -0.671
C -1.49461 -1.73447 -0.84876 -0.702
H 1.84572 0.81913 1.66248 0.213
H 1.68832 -1.07893 -0.18436 0.347
H -1.37294 -0.87981 1.83245 0.227
H -0.58172 -2.41393 1.71077 0.199
H -0.30319 2.95000 -1.18244 0.233
H -2.11975 -0.84549 -0.72242 0.248
H -2.00622 -2.57897 -0.39750 0.225
H 0.40770 -1.08863 2.20086 0.210
H -1.33498 -1.91153 -1.91143 0.231
H 2.70521 1.75915 0.32826 0.210
H 0.14102 1.45140 -1.98410 0.241
H 1.40992 2.63061 -1.56106 0.220

21
Properties=species:S:1:pos:R:3:nbo_charge:R:1 method="wB97M-V/def2-TZVPD" spin_multiplicity=1 orbital_gap_ev="8.311 / 8.311" homo_ha="-0.303 / -0.303"
O -0.82322 -1.66230 0.78237 -0.646
N 1.11360 -1.35242 -0.88898 -0.639
N -0.83768 0.52899 1.49765 -0.539
C 0.08890 1.11399 0.77980 0.083
C 2.09233 0.48322 -2.25671 -0.703
C -1.66153 -1.19526 2.95832 -0.692
C 1.11509 -0.29557 -1.46391 0.426
C -0.50745 0.84024 -1.50006 -0.841
C -1.03149 -0.77713 1.65300 0.681
H -1.65768 -0.39138 3.68535 0.224
H -0.02392 2.17821 0.61105 0.189
H 2.28988 1.44269 -1.77686 0.230
H 1.10389 0.72411 0.77248 0.183
H -2.69687 -1.50336 2.76931 0.242
H -1.13174 -2.06244 3.35667 0.236
H -0.24341 1.86110 -1.76709 0.198
H -0.68347 0.30819 -2.43844 0.225
H -1.46606 0.72521 -1.00036 0.232
H 3.02028 -0.08125 -2.33171 0.241
H 0.24744 -1.57927 -0.19710 0.430
H 1.69311 0.69442 -3.24478 0.237

21
Properties=species:S:1:pos:R:3:nbo_charge:R:1 method="wB97M-V/def2-TZVPD" spin_multiplicity=1 orbital_gap_ev=8.434 homo_ha=-0.287
O 0.98561 1.70100 -0.25604 -0.677
N 1.19009 -0.46978 0.60435 -0.564
N -0.22979 -1.67183 -1.52501 -0.753
C -1.60950 -0.57928 0.79617 -0.581
C -0.97284 -0.61554 -1.58364 0.133
C 0.52620 0.47334 0.07933 0.599
C -0.90634 0.23159 -0.30420 -0.261
C 2.56741 -0.37021 1.00262 -0.430
C -1.65438 1.54485 -0.53310 -0.585
H 3.15933 -1.04992 0.38852 0.205
H -2.63385 -0.78207 0.49775 0.215
H 0.44659 -1.85633 -0.73170 0.390
H -0.21226 -2.31482 -2.29228 0.388
H -1.61801 -0.01072 1.72306 0.212
H 2.62735 -0.71571 2.03127 0.212
H -2.67541 1.32796 -0.83166 0.218
H -1.09561 -1.51518 0.97589 0.220
H 1.92488 1.78737 -0.04084 0.485
H -1.66611 2.14453 0.37472 0.200
H 3.02524 0.62294 0.94847 0.149
H -1.17862 2.11789 -1.32378 0.223

21
Properties=species:S:1:pos:R:3:nbo_charge:R:1 method="wB97M-V/def2-TZVPD" spin_multiplicity=1 orbital_gap_ev=9.865 smiles="[H]/N=C(/C)C=C.[H]/N=C/OC" homo_ha=-0.344
O -0.24873 -0.89601 0.88032 -0.544
N 0.68044 -0.78879 -1.82597 -0.643
N -0.51660 -0.20167 3.01032 -0.689
C -1.12397 0.72697 -2.29783 -0.684
C 0.13363 0.30982 -1.61897 0.350
C 0.17620 -0.13958 1.92680 0.397
C -1.15299 -1.97427 1.01991 -0.250
C 1.95654 1.51379 -0.16285 -0.352
C 0.66739 1.45313 -0.49911 -0.273
H 1.48311 -1.02432 -1.24379 0.344
H 2.48441 2.45371 -0.11624 0.206
H -1.59828 -0.13394 -2.76494 0.237
H -0.98844 -2.50470 0.07602 0.202
H -1.83410 1.15041 -1.59044 0.225
H -0.88763 1.47279 -3.05630 0.229
H 2.42850 0.61066 0.20169 0.179
H 1.28399 -0.18947 1.98540 0.156
H -0.99636 -2.60665 1.89409 0.190
H -2.17481 -1.59599 1.07586 0.186
H 0.03505 -0.03613 3.84570 0.347
H 0.19265 2.40025 -0.73969 0.184

21
Properties=species:S:1:pos:R:3:nbo_charge:R:1 method="wB97M-V/def2-TZVPD" spin_multiplicity=1 orbital_gap_ev=7.570 smiles="CN1C(N)=C(O)C1(C)C" homo_ha=-0.253
O -0.30579 -2.63248 0.05900 -0.684
N -2.67364 -0.23324 0.06614 -0.825
N -0.44124 0.77436 -0.39179 -0.422
C -0.60152 2.02935 0.31564 -0.429
C -0.34767 -1.25507 0.06038 0.110
C 1.69042 -0.52263 -1.30246 -0.626
C 1.54665 0.08455 1.14075 -0.631
C 0.78365 -0.30169 -0.10948 0.151
C -1.29470 -0.30476 -0.09154 0.247
H 0.30479 2.62040 0.18051 0.206
H 2.12412 0.99492 0.98075 0.205
H -3.08959 0.54152 -0.43172 0.379
H -1.42911 2.58733 -0.12866 0.200
H 2.35516 -1.36518 -1.11371 0.219
H 2.23953 -0.71896 1.39142 0.222
H -1.17177 -2.97377 -0.18956 0.474
H -3.15738 -1.09863 -0.13287 0.377
H 0.86951 0.23169 1.97925 0.219
H 1.09902 -0.73120 -2.19083 0.223
H -0.79856 1.91014 1.38861 0.174
H 2.29813 0.36335 -1.47985 0.210

21
Properties=species:S:1:pos:R:3:nbo_charge:R:1 method="wB97M-V/def2-TZVPD" s_squared=2.01 spin_multiplicity=3 orbital_gap_ev="5.759 / 8.470" homo_ha="-0.178 / -0.330"
O -1.97840 0.53270 0.87236 -0.719
N 1.11264 -1.03464 0.01694 -0.294
N -0.16886 -1.32082 -0.28406 -0.144
C 1.45464 0.15354 0.22459 0.310
C 2.79979 0.69597 0.20426 -0.677
C 0.27295 1.32780 0.35446 -0.536
C -0.76482 -2.29865 0.56829 -0.478
C -1.00424 0.64703 -0.07612 0.341
C -1.61624 0.65114 -1.45918 -0.676
H -2.62569 -0.09568 0.68130 0.472
H -0.74066 -3.29959 0.00072 0.220
H 0.09453 1.55573 1.41963 0.250
H -2.22067 -0.16257 -1.75294 0.206
H -1.64167 -1.72902 0.85131 0.208
H 2.73596 1.76177 0.34963 0.218
H -0.15131 -2.51771 1.41670 0.192
H -2.24582 1.48818 -1.51648 0.201
H -0.73089 0.72072 -2.07525 0.215
H 3.45074 0.50781 -0.64063 0.241
H 0.70766 2.11907 -0.34152 0.212
H 3.26037 0.29724 1.18602 0.238

21
Properties=species:S:1:pos:R:3:nbo_charge:R:1 method="wB97M-V/def2-TZVPD" s_squared=0.76 spin_multiplicity=2 orbital_gap_ev="9.256 / 5.365" charge=+1 homo_ha="-0.485 / -0.485"
O -1.42152 1.60033 2.14144 -0.729
N -0.49628 -2.34472 -0.02703 -0.498
N -1.33179 -1.17300 -1.76396 -0.418
C 0.68076 -0.72176 -3.08065 -0.702
C -1.62316 -1.77238 -0.65433 0.350
C -0.06354 1.54700 2.62492 -0.063
C 0.50249 -2.05284 -0.80361 0.141
C 0.00617 -1.31068 -1.92522 0.322
C 0.85940 2.24899 1.63191 -0.643
H 0.10020 0.10356 -3.47446 0.278
H -0.44902 -2.59212 0.94444 0.465
H 0.68793 3.32202 1.55597 0.219
H 0.95166 -1.42582 -3.85998 0.286
H 1.49901 -2.46219 -0.73003 0.258
H 1.55342 -0.13693 -2.75266 0.266
H -2.56571 -1.71024 -0.12889 0.249
H 0.54645 1.87867 0.64446 0.187
H -1.50619 2.36616 1.64215 0.464
H -0.10971 2.08029 3.56100 0.186
H 1.91699 2.03737 1.74795 0.225
H 0.26246 0.51830 2.70658 0.158

22
Properties=species:S:1:pos:R:3:nbo_charge:R:1 method="wB97M-V/def2-TZVPD" spin_multiplicity=1 orbital_gap_ev=10.413 smiles=N#CCNCC1COC1.O homo_ha=-0.361
O 0.92038 -1.84822 3.71879 -0.967
O 1.68617 0.67912 2.63276 -0.564
N -3.52442 0.20319 -0.32404 -0.305
N -0.92680 2.25235 -0.01008 -0.618
C 0.52338 2.27952 0.05908 -0.210
C 1.03538 2.35531 1.48321 -0.277
C 2.36483 1.64402 1.80323 -0.041
C 0.47121 1.45711 2.59304 -0.059
C -2.71912 0.86667 -0.84272 0.264
C -1.51217 1.64691 -1.18595 -0.317
H 0.20769 1.91932 3.55308 0.180
H -1.79018 2.38741 -1.96162 0.213
H -1.33270 3.16226 0.18456 0.372
H 1.33428 -1.02796 3.38591 0.493
H -0.82128 0.95486 -1.69252 0.240
H 3.13829 2.21305 2.33597 0.182
H 1.04700 3.40793 1.79778 0.202
H -0.39280 0.83328 2.32313 0.200
H 0.22481 -1.58659 4.39861 0.464
H 0.94677 3.11506 -0.53280 0.178
H 2.83391 1.14592 0.94078 0.175
H 0.93355 1.38208 -0.43175 0.195

The following electronic energy values (in a.u.) correspond, in order, to the records above: -344.998708, -344.314903, -420.421535, -420.412152, -420.433192, -420.499086, -420.426467, -420.503247, -420.330856, -420.242079, -495.734391.